# 1
93
Properties=species:S:1:pos:R:3:forces:R:3:mulliken_charge:R:1 method="wB97M-V/def2-TZVPD" total_energy_ev=-73789.9045 smiles="CCOCC[PH2](N(C)C(C)=O)N(C(C)=O)C(C)=O.C[C@@H]1COC(=O)O1.C[C@@H]1COC(=O)O1.C[C@@H]1COC(=O)O1.C[C@@H]1COC(=O)O1" total_charge=0 fmax_ev_per_a=3.20
C 7.2501 -4.7350 1.4136 0.651 -0.281 -0.061 -0.79
C 7.9063 -4.4768 0.0501 -0.674 -0.373 0.025 -0.44
O 6.9452 -4.0834 -0.9169 0.099 0.280 -0.097 -0.40
C 6.8240 -2.6680 -0.9549 -0.135 -0.290 -0.269 -0.43
C 5.5448 -2.3186 -1.7182 0.135 -0.040 0.737 -1.31
P 4.1661 -1.6839 -0.6694 -0.425 -1.143 -0.782 1.22
N 2.9725 -2.9029 -1.3097 -0.359 1.233 0.114 -0.06
C 1.7947 -2.3106 -1.9440 -0.370 -0.876 0.037 -1.27
C 2.6364 -3.8873 -0.3453 -1.424 1.305 -0.276 0.14
C 1.6878 -3.5663 0.7912 0.541 0.793 -0.075 -0.11
O 3.0980 -4.9632 -0.4288 1.520 -2.812 0.002 -0.55
N 5.2173 -0.4295 0.1722 -1.218 0.599 0.252 0.17
C 4.8596 -0.2225 1.5555 -1.054 -0.103 -0.969 0.11
C 3.4279 0.0428 1.9747 0.269 -0.225 -0.723 -0.67
O 5.6902 -0.3007 2.3807 2.103 -0.210 2.055 -0.55
C 5.3459 0.7409 -0.5374 0.893 0.812 2.201 0.86
C 5.6820 2.0163 0.2192 0.363 -0.164 -0.021 -1.36
O 5.2366 0.7882 -1.7191 -0.399 -0.315 -2.726 -0.55
H 7.8902 -4.3770 2.2150 -0.092 0.244 0.205 0.31
H 7.1623 -5.8043 1.5698 -0.258 -0.191 0.008 0.38
H 6.2570 -4.3057 1.4794 -0.083 0.235 -0.006 0.08
H 8.7023 -3.7400 0.1227 0.171 0.150 -0.049 0.33
H 8.3181 -5.4055 -0.3280 0.279 -0.094 -0.042 0.35
H 7.6689 -2.2552 -1.5098 0.255 0.109 0.190 0.31
H 6.8414 -2.2996 0.0708 -0.041 0.354 -0.020 0.39
H 5.1914 -3.2301 -2.1711 -0.209 -0.216 -0.121 0.50
H 5.7410 -1.6022 -2.5099 -0.131 0.313 0.106 0.54
H 3.9261 -2.2222 0.6209 0.536 0.114 -0.095 -0.27
H 3.3276 -0.6643 -1.1615 0.258 -0.007 0.019 0.02
H 1.0347 -1.9487 -1.2451 0.087 0.324 0.027 0.53
H 1.3062 -3.0912 -2.5293 -0.075 -0.020 -0.147 0.35
H 2.0625 -1.5375 -2.6540 0.204 0.255 0.040 0.42
H 1.3176 -2.5486 0.6915 -0.223 -0.158 0.332 -0.22
H 2.2910 -3.6472 1.7009 -0.133 0.055 0.036 -0.10
H 0.8920 -4.2919 0.8910 -0.158 -0.135 -0.182 0.49
H 3.1264 -0.7870 2.6021 -0.269 -0.207 -0.007 -0.22
H 2.7650 0.1387 1.1234 -0.330 0.040 0.070 0.32
H 3.3981 0.9214 2.6031 0.045 0.328 0.029 0.57
H 6.2901 2.6185 -0.4416 0.034 0.150 -0.235 0.43
H 6.2651 1.8374 1.1162 -0.171 -0.007 0.224 0.37
H 4.7811 2.5841 0.4328 -0.173 -0.025 0.181 0.28
C -2.8322 -0.1507 -1.7694 0.354 -0.118 -0.247 -1.49
C -2.4838 -0.6982 -0.4060 -0.350 0.160 -0.370 0.55
C -2.8316 0.2258 0.7337 0.056 -0.177 0.069 -0.43
O -1.8410 -0.1269 1.7197 0.202 -0.098 -0.202 -0.34
C -0.7644 -0.5915 1.0550 -0.177 0.053 0.092 0.48
O 0.3092 -0.7730 1.5430 0.008 0.113 -0.021 -0.49
O -1.0595 -0.8302 -0.2473 0.069 -0.019 0.300 -0.33
H -2.6384 -0.8942 -2.5431 -0.077 -0.008 0.012 0.40
H -3.8847 0.1317 -1.8178 -0.007 -0.039 0.068 0.37
H -2.2178 0.7202 -2.0028 -0.077 0.077 0.134 0.34
H -2.9302 -1.6877 -0.2702 0.069 -0.008 0.078 0.21
H -3.8327 0.0592 1.1236 0.096 -0.006 0.184 0.30
H -2.7166 1.2806 0.4870 0.156 -0.402 -0.040 0.34
C -5.5504 5.2231 -2.7453 0.667 0.275 0.119 -1.36
C -5.4954 3.9257 -1.9751 -0.205 0.497 -0.377 0.72
C -6.5795 3.7758 -0.9390 -0.244 -0.224 0.044 -0.26
O -5.9440 2.9480 0.0486 0.186 0.130 0.006 -0.36
C -4.6110 3.1714 -0.0379 -0.005 0.133 0.002 0.56
O -3.8141 2.8063 0.7717 -0.390 0.548 -0.065 -0.62
O -4.3057 3.8562 -1.1620 -0.080 -0.235 0.256 -0.37
H -4.7978 5.2288 -3.5336 -0.077 -0.029 -0.057 0.31
H -6.5207 5.3677 -3.2001 -0.022 -0.029 -0.038 0.22
H -5.3319 6.0745 -2.0971 -0.060 -0.102 0.138 0.41
H -5.4854 3.0758 -2.6593 -0.041 -0.030 0.053 0.24
H -7.4713 3.2917 -1.3268 0.052 -0.134 0.086 0.17
H -6.8585 4.7231 -0.4690 0.103 0.048 -0.057 0.31
C 3.7152 -1.8223 6.4283 -0.151 -0.005 0.352 -1.45
C 3.6409 -3.2449 5.9276 0.074 0.581 0.115 0.44
C 3.3409 -3.3656 4.4543 0.163 -0.167 -0.304 -0.05
O 2.6549 -4.6205 4.3828 -0.095 0.116 0.182 -0.35
C 2.0560 -4.8234 5.5878 -0.014 -0.053 0.024 0.57
O 1.2382 -5.6553 5.8029 0.046 0.025 0.005 -0.54
O 2.5271 -3.9408 6.5088 -0.013 -0.208 -0.242 -0.38
H 4.0203 -1.8002 7.4746 0.056 0.003 -0.033 0.38
H 4.4318 -1.2409 5.8467 0.021 -0.065 -0.035 0.36
H 2.7367 -1.3433 6.3715 0.003 -0.028 -0.155 0.36
H 4.5526 -3.7881 6.1909 -0.028 -0.074 -0.078 0.30
H 4.2407 -3.3885 3.8416 -0.049 -0.149 -0.041 0.43
H 2.6724 -2.5834 4.0818 -0.004 0.055 0.162 -0.11
C -10.7958 6.9409 -4.6867 0.264 0.086 -0.308 -1.44
C -10.4922 5.4885 -4.4088 -0.261 0.544 -0.023 0.45
C -10.4912 5.1247 -2.9441 -0.148 -0.173 0.166 -0.47
O -9.5504 4.0416 -2.9004 0.162 0.153 -0.088 -0.29
C -8.6865 4.2169 -3.9334 -0.134 -0.137 -0.195 0.60
O -7.6625 3.6235 -4.0608 -0.222 -0.112 -0.024 -0.50
O -9.1443 5.1579 -4.7899 0.061 -0.249 0.217 -0.32
H -10.8674 7.1181 -5.7595 -0.066 -0.014 0.019 0.35
H -11.7372 7.2381 -4.2241 -0.012 -0.071 0.009 0.38
H -9.9960 7.5804 -4.3110 -0.036 -0.053 0.141 0.36
H -11.1688 4.8442 -4.9757 0.051 -0.090 0.052 0.26
H -11.4643 4.7982 -2.5853 0.085 -0.161 0.024 0.31
H -10.1233 5.9297 -2.3030 0.002 0.070 -0.102 0.31

# 2
79
Properties=species:S:1:pos:R:3:forces:R:3:mulliken_charge:R:1 method="wB97M-V/def2-TZVPD" total_energy_ev=-49799.1334 total_charge=0 fmax_ev_per_a=3.19
P -1.3846 3.6144 -1.4471 -1.107 2.120 -0.011 2.43
P 1.5451 1.9634 -1.9816 0.241 3.159 -0.339 1.09
C -0.2722 3.9858 -2.9094 -0.081 0.257 0.158 -1.43
C 0.6613 2.8568 -3.3280 0.141 -0.254 -0.562 -1.10
H 0.2567 4.8882 -2.5855 0.239 -0.260 -0.346 0.53
H -0.9081 4.2692 -3.7568 0.198 -0.167 0.095 0.57
H 0.1140 2.0919 -3.9067 0.068 0.268 0.210 0.44
H 1.4339 3.2678 -4.0021 -0.146 -0.352 0.153 0.62
C 3.2678 2.4887 -2.2439 0.481 -0.462 -0.100 -1.55
H 3.9586 1.7950 -1.7332 -0.219 0.328 -0.136 0.41
H 3.4198 3.4983 -1.8387 -0.176 -0.289 -0.108 0.42
H 3.5074 2.4943 -3.3201 -0.066 -0.073 0.413 0.48
C 1.4978 0.2195 -2.3404 0.007 -1.032 -0.005 -1.00
H 2.1717 0.0284 -3.1869 -0.067 0.128 0.165 0.49
H 0.4923 -0.0943 -2.6418 0.165 0.182 0.118 0.44
H 1.8370 -0.3979 -1.4972 -0.050 0.224 -0.139 -0.10
C -2.1362 5.2398 -1.1316 -0.086 0.735 -0.286 -1.72
H -3.0357 5.1105 -0.5068 0.463 -0.092 -0.170 0.45
H -2.4355 5.7110 -2.0877 0.231 -0.127 0.432 0.51
H -1.4239 5.8934 -0.5992 -0.423 -0.190 -0.190 0.28
C -2.7670 3.0764 -2.6718 -0.606 -0.227 -0.717 -1.54
H -2.3742 2.4619 -3.5000 -0.114 0.056 0.153 0.35
H -3.2182 3.9764 -3.1198 0.112 -0.312 -0.078 0.40
H -3.5830 2.5109 -2.1996 0.243 0.189 -0.172 0.34
Be -0.6853 -1.9231 -0.7186 -1.072 -0.782 2.636 -0.12
C 1.1147 2.7385 -0.3349 -0.384 -1.134 0.418 -0.64
C 0.1685 3.9553 -0.2857 1.015 0.797 0.147 -0.71
C -0.0036 4.2417 1.2491 -0.276 -0.159 0.350 -1.31
C -1.1365 3.5467 2.0482 0.924 0.751 0.587 -0.90
C -2.2006 3.1286 1.1767 -1.402 -0.208 -0.463 -1.55
C -1.9589 2.5315 -0.0967 0.023 -2.910 -0.054 -0.63
C -0.9221 1.3224 -0.2221 -0.654 -0.154 0.800 -0.29
C 0.4383 1.5743 0.3929 -0.193 -0.258 0.022 -0.93
C -2.4025 -1.8295 -0.6959 -0.623 0.064 -1.196 -1.10
H 2.0352 3.0001 0.1889 0.469 -0.221 -0.339 1.01
H 0.6942 4.8647 -0.6791 -0.097 -0.726 0.244 0.59
H -0.1524 5.3086 1.4223 0.184 0.091 -0.397 0.46
H 0.9326 3.9557 1.7460 0.310 0.350 0.063 0.25
H -0.7025 2.7188 2.6333 0.246 -0.028 0.432 0.32
H -1.5246 4.2613 2.7963 0.304 -0.187 -0.144 0.46
H -3.1946 2.9706 1.5812 -0.014 0.160 -0.016 0.32
H -2.9040 2.0927 -0.4101 0.011 -0.037 -0.178 1.01
H -0.7995 1.0946 -1.2915 -0.063 0.046 -0.518 0.15
H -1.3797 0.4251 0.1976 0.100 0.059 0.271 -0.10
H 0.3238 1.7749 1.4423 0.024 0.222 0.353 0.45
H 1.0512 0.6715 0.3626 0.203 -0.182 -0.078 0.10
H -2.7763 -1.9428 -1.7227 -0.436 0.094 0.172 0.47
H -2.9172 -0.9620 -0.2510 0.501 -0.077 -0.316 0.45
H -2.7918 -2.6932 -0.1233 0.488 0.133 -0.328 0.27
C 4.1337 -3.2209 0.0696 0.022 0.164 -0.140 -1.98
C 2.6144 -3.1847 -0.0893 0.172 0.199 0.405 2.34
C 2.1979 -3.9876 -1.3137 -0.011 -0.141 -0.166 -1.36
C 1.8896 -3.6797 1.1439 -0.431 0.132 0.099 0.19
C 2.5446 -4.4368 2.1148 -0.433 0.105 -0.173 -0.38
C 1.8250 -4.9474 3.1868 0.045 -0.089 0.262 -1.36
C 0.4611 -4.6906 3.3037 0.139 -0.029 -0.096 -0.32
C -0.2288 -3.8947 2.3885 0.252 0.263 -0.671 0.60
C -1.7317 -3.6694 2.5826 0.260 0.119 0.072 0.65
C -2.5106 -4.9313 2.1946 0.014 -0.161 -0.095 -1.45
C -2.0605 -3.3055 4.0413 0.009 0.166 -0.060 -1.59
C 0.5091 -3.3632 1.2834 1.050 -1.175 1.554 0.53
O -0.0310 -2.5393 0.4078 -0.101 0.818 -1.436 -0.16
H 4.5169 -4.2490 0.0948 -0.066 0.216 -0.030 0.41
H 4.4412 -2.7098 0.9868 0.029 -0.070 -0.122 0.46
H 4.5925 -2.7064 -0.7813 0.068 -0.122 0.087 0.41
H 2.3288 -2.1303 -0.2372 0.012 -0.182 0.018 -0.99
H 2.4975 -5.0350 -1.1813 -0.069 0.174 -0.081 0.33
H 1.1144 -3.9709 -1.4683 0.124 -0.027 -0.002 0.32
H 2.6932 -3.5971 -2.2078 -0.065 -0.085 -0.043 0.34
H 3.6169 -4.6093 2.0230 -0.357 -0.088 0.115 0.34
H 2.3399 -5.5384 3.9445 -0.189 0.110 -0.162 0.35
H -0.0982 -5.1155 4.1400 0.250 0.114 -0.209 0.26
H -2.0369 -2.8320 1.9425 0.090 -0.178 0.106 -0.03
H -2.2423 -5.7331 2.8950 -0.068 0.040 -0.191 0.42
H -3.5981 -4.7910 2.2527 0.229 0.103 0.024 0.39
H -2.2647 -5.2713 1.1823 -0.026 0.069 0.128 0.31
H -1.4090 -2.4968 4.3898 -0.161 -0.095 0.007 0.38
H -3.1036 -2.9757 4.1246 0.193 -0.060 -0.015 0.44
H -1.9324 -4.1637 4.7161 -0.018 0.200 -0.192 0.31